*i*
The following is a DFT calculation (the ωB97M-V functional and the def2-TZVPD basis) of 2 unconnected molecules or ions with the total composition C5H10NO2.

Output
**LUMO**: -5.122 eV

```
! wB97M-V def2-TZVPD RIJCOSX def2/J DEFGRID3
* xyz 1 1
C 4.0751 0.8424 -1.1694
C 3.1174 -0.2321 0.8932
C -3.4707 -1.1687 0.4031
C -2.8061 0.0137 -0.2846
C -0.4334 0.6911 0.0981
N 3.5057 0.3295 -0.1365
O 0.6720 0.4883 0.4834
O -1.3911 -0.1446 0.1341
H 3.4928 0.9035 -2.1126
H 4.8856 1.5656 -1.0828
H 3.2765 -1.3628 0.9367
H -3.8373 -1.0269 1.4623
H -4.2437 -1.6841 -0.2259
H -2.6080 -2.0021 0.4345
H -3.0729 1.0378 0.0448
H -2.8404 0.0492 -1.3862
H -0.7448 1.7488 -0.2153
H 2.4235 -0.0486 1.7232
*
```


*ii*
The following is a DFT calculation (the ωB97M-V functional and the def2-TZVPD basis) of a gas-phase ion, C5H10NO2 (charge +1).

Output
**LUMO**: -3.319 eV
**Structure (SMILES)**: C[C@H]1CC[N+](O)=C1O

```
! wB97M-V def2-TZVPD RIJCOSX def2/J DEFGRID3
* xyz 1 1
C 0.0823 -0.9849 -0.2847
C -0.0545 1.2103 0.9156
C -1.2158 0.2220 1.2541
C 0.8917 0.5136 -0.0856
C 1.0327 1.0898 -1.5062
N -1.0084 -0.9371 0.3209
O 0.5486 -2.0025 -0.8690
O -2.0183 -1.8402 0.4021
H -0.4807 2.1742 0.4845
H 0.5120 1.5470 1.8366
H -0.9814 -0.2863 2.1744
H -2.2349 0.4736 1.2064
H 1.8184 0.2836 0.4248
H 0.1402 0.8521 -1.9807
H 1.8790 0.5096 -1.9609
H 1.3024 2.1279 -1.6650
H 1.4438 -2.1972 -1.1752
H -1.6570 -2.7556 0.5080
*
```


In terms of stability, *ii* leads; the second structure lies 0.728 eV higher.


*i*
The following is a DFT calculation (the ωB97M-V functional and the def2-TZVPD basis) of a gas-phase ion, C5H10NO2 (charge +1).

Output
**LUMO**: -6.181 eV

```
! wB97M-V def2-TZVPD RIJCOSX def2/J DEFGRID3
* xyz 1 1
C -1.7436 -0.8243 -0.1823
C 1.5806 -1.2991 0.1917
C 1.0580 -0.1858 -0.3569
C -1.0158 1.3525 0.4542
C -0.6033 0.2410 -0.4081
N 1.8320 0.8071 -0.9239
O 2.9228 -1.5036 0.3421
O -1.4228 -2.0882 -0.1343
H -2.7570 -0.4932 -0.1447
H 1.1093 -2.2951 0.2950
H -1.5509 1.1171 1.3552
H -0.2412 2.0116 0.6738
H -1.7130 2.0661 -0.0475
H -0.4669 0.5024 -1.4727
H 2.8080 0.8057 -0.7549
H 1.5028 1.7460 -1.0313
H 3.1140 -2.4718 0.3596
H -2.1495 -2.8387 -0.0660
*
```


*ii*
The following is a DFT calculation (the ωB97M-V functional and the def2-TZVPD basis) of a molecular structure, C5H10NO2.

Output
**LUMO**: -3.601 eV

```
! wB97M-V def2-TZVPD RIJCOSX def2/J DEFGRID3
* xyz 1 1
C 0.6617 0.9895 0.3957
C 0.6242 1.9424 -0.4533
C 1.4999 -0.6807 1.5695
C 0.5617 -1.4943 0.6330
C -0.8525 -0.7525 -1.3802
N -2.0357 0.0969 -0.7957
O 0.8840 0.5802 1.6433
O 0.2452 -0.6032 -0.4896
H 0.6715 3.0065 -0.2059
H 0.2626 1.6401 -1.4269
H 1.5340 -1.1132 2.5495
H 2.4470 -0.6017 1.0112
H 1.0904 -2.2628 0.0550
H -0.4371 -1.6751 1.0921
H -0.5303 0.0048 -2.1094
H -2.3739 0.8250 -1.4844
H -1.4132 0.5135 -0.0600
H -2.8394 -0.4156 -0.5438
*
```


In terms of stability, *i* leads; the second structure lies 2.495 eV higher.


*i*
The following is a DFT calculation (the ωB97M-V functional and the def2-TZVPD basis) of C5H8S3 in the gas phase.

Output
**LUMO**: 0.584 eV
**Structure (SMILES)**: CSC1[C@H]2SCS[C@H]12

```
! wB97M-V def2-TZVPD RIJCOSX def2/J DEFGRID3
* xyz 0 1
C -3.3712 -0.0462 -0.1656
C -0.8322 1.0378 -0.0811
C 0.5047 0.6252 -0.3628
C 2.2969 -0.9764 0.5363
C -0.0548 0.0975 0.8732
H -4.0962 0.8341 0.2314
H -3.0039 -0.7459 0.5727
H -4.0840 -0.5537 -0.7538
H -1.1100 1.9639 0.4775
H 0.4605 -0.0358 -1.1256
H 2.7707 -1.6556 -0.1084
H 2.9259 -0.8772 1.3853
H 0.1175 0.6007 1.8149
S -1.9971 0.4189 -1.2329
S 2.3508 0.9142 -0.1354
S 0.5687 -1.5805 0.9123
*
```


*ii*
The following is a DFT calculation (the ωB97M-V functional and the def2-TZVPD basis) of a molecular structure, C5H8S3.

Output
**LUMO**: 0.049 eV

```
! wB97M-V def2-TZVPD RIJCOSX def2/J DEFGRID3
* xyz 0 1
C -0.7093 -1.5893 -2.8266
C 0.3730 -1.2210 -0.3608
C 0.6939 1.3670 0.4784
C -0.2875 1.5468 1.5841
C 0.0546 1.0934 2.7827
H -1.5518 -0.7054 -2.8180
H -1.0577 -2.4341 -3.3862
H 0.3339 -1.2869 -3.2423
H 1.5781 0.8859 0.8883
H 0.9443 2.3661 -0.0306
H -1.1786 2.1222 1.4257
H 0.6998 0.4615 3.2779
H -0.8823 1.2152 3.3912
S -0.3708 -2.3824 -1.2783
S 1.1379 -1.7978 0.9558
S 0.2225 0.3587 -0.8413
*
```


In terms of stability, *ii* leads; the second structure lies 1.243 eV higher.


*i*
The following is a DFT calculation (the ωB97M-V functional and the def2-TZVPD basis) of C4H5NO2 in the gas phase.

Output
**LUMO**: -0.418 eV
**Structure (SMILES)**: O=CC(=O)N1CC1

```
! wB97M-V def2-TZVPD RIJCOSX def2/J DEFGRID3
* xyz 0 1
O 1.7191 1.2946 -0.4677
C 1.9184 0.2140 0.0239
C 0.8430 -0.8205 0.4075
O 1.2484 -1.9566 0.4998
N -0.5038 -0.4982 0.5783
C -1.3896 -0.3242 -0.5715
C -1.1249 0.7984 0.3551
H 2.9297 -0.2174 0.1380
H -2.3301 -0.8670 -0.5388
H -0.9117 -0.2771 -1.5483
H -0.5183 1.6313 0.0187
H -1.8801 1.0228 1.1050
*
```


*ii*
The following is a DFT calculation (the ωB97M-V functional and the def2-TZVPD basis) of C4H5NO2 in the gas phase.

Output
**LUMO**: 0.657 eV
**Structure (SMILES)**: O=CCNC1=CO1

```
! wB97M-V def2-TZVPD RIJCOSX def2/J DEFGRID3
* xyz 0 1
O 2.3578 0.4492 1.7053
C 0.9753 0.2370 0.6568
N -0.1354 -0.4692 0.9018
C -0.8432 -0.9667 -0.2626
C -1.3151 0.1767 -1.1504
O -1.2192 1.3333 -0.8216
C 2.0153 0.9732 0.5072
H -0.7542 -0.0025 1.5596
H -1.7218 -1.5420 0.0588
H -0.2069 -1.6486 -0.8386
H -1.7563 -0.1087 -2.1259
H 2.6038 1.5682 -0.1904
*
```


*iii*
The following is a DFT calculation (the ωB97M-V functional and the def2-TZVPD basis) of 2 unconnected molecules or ions with the total composition C4H5NO2.

Output
**LUMO**: -0.034 eV
**Structure (SMILES)**: C=CC=O.N=C=O

```
! wB97M-V def2-TZVPD RIJCOSX def2/J DEFGRID3
* xyz 0 1
C 1.0992 0.3984 -0.3076
C -0.1025 1.1283 0.1862
C -3.4337 -0.5769 0.1517
C 1.3932 -0.8332 -0.0138
N -3.9340 0.3942 -0.3470
O -1.2545 0.7251 0.1282
O -3.2904 -1.5401 0.7525
H 1.8524 1.0659 -0.6485
H 0.1866 2.1660 0.5448
H 0.6096 -1.4897 0.4471
H 2.2490 -1.1486 -0.4359
H -3.3674 1.0232 -0.9172
*
```


*iv*
The following is a DFT calculation (the ωB97M-V functional and the def2-TZVPD basis) of C4H5NO2 in the gas phase.

Output
**LUMO (spin up / spin down)**: -0.434 / -0.588 eV

```
! wB97M-V def2-TZVPD RIJCOSX def2/J DEFGRID3
* xyz 0 1
C -0.3852 0.5168 -0.9458
C -0.3718 -0.1159 0.5365
C 1.0452 0.3730 -1.3144
C -1.4376 -0.8259 1.0170
O 0.4218 0.6672 1.3669
N 2.0066 1.0519 -1.6265
O -1.3286 0.5501 -1.6823
H 0.4743 0.2535 2.2363
H 2.8922 0.5927 -1.8287
H 0.4274 -0.8386 -0.1649
H -2.0656 -1.3797 0.3345
H -1.6788 -0.8453 2.0716
*
```


In terms of stability, *iii* leads; the second structure lies 0.329 eV higher.